*A*
The following is a DFT calculation (ωB97M-V/def2-TZVPD) of a 2-piece molecular cluster, C2H9NS2 overall.

Summary:
- Structure (SMILES): CNC.SS
- Orbital gap: 8.9 eV
- Molar mass: 111.2 g mol⁻¹
- HOMO: -8.739 eV

The geometry in XYZ format:
```
14
Properties=species:S:1:pos:R:3:lowdin_charge:R:1
C -1.392 -0.663 -1.174 -0.1491
N -1.519 0.562 -0.389 -0.1863
C -1.026 0.374 0.965 -0.1551
H -1.617 -0.437 -2.216 0.0759
H -2.145 -1.378 -0.819 0.0769
H -0.409 -1.130 -1.057 0.0676
H -0.966 1.285 -0.831 0.0873
H 0.043 0.089 0.971 0.0223
H -1.163 1.277 1.562 0.0793
H -1.567 -0.429 1.452 0.0756
S 3.001 -0.937 0.521 0.2384
S 2.776 1.092 -0.012 0.2221
H 1.901 -0.934 1.283 -0.2377
H 4.083 1.227 -0.256 -0.2170
```

---

*B*
The following is a DFT calculation (ωB97M-V/def2-TZVPD) of a 2-piece molecular cluster, C2H9NS2 overall.

Summary:
- Structure (SMILES): CNC.SS
- Orbital gap: 9.3 eV
- Molar mass: 111.2 g mol⁻¹
- HOMO: -8.880 eV

The geometry in XYZ format:
```
14
Properties=species:S:1:pos:R:3:lowdin_charge:R:1
C -3.441 -2.838 0.695 -0.1736
N -2.756 -2.496 1.930 -0.1932
C -1.442 -3.148 1.956 -0.1532
H -3.445 -3.918 0.479 0.0720
H -4.469 -2.481 0.682 0.0711
H -2.931 -2.373 -0.151 0.0735
H -3.259 -2.887 2.718 0.0887
H -0.857 -2.803 2.806 0.0710
H -0.921 -2.895 1.037 0.0725
H -1.585 -4.230 2.025 0.0714
S 2.132 1.443 -1.814 0.2077
S 1.759 2.849 -0.380 0.2105
H 2.964 2.047 -2.667 -0.2133
H 0.761 3.559 -0.938 -0.2052
```

---

Going by the computed energies, the most stable comes first: *B*, *A*.

---

*A*
The following is a DFT calculation (ωB97M-V/def2-TZVPD) of a 2-piece molecular cluster, C3H9N3O2 overall.

Summary:
- Structure (SMILES): C/N=N/N.CC(=O)O
- Orbital gap: 10.5 eV
- Molar mass: 119.1 g mol⁻¹
- HOMO: -9.541 eV

The geometry in XYZ format:
```
17
Properties=species:S:1:pos:R:3:lowdin_charge:R:1
C 0.933 1.806 1.358 -0.1244
N 0.447 0.428 1.438 -0.0869
N 1.361 -0.397 1.277 -0.0953
N 0.812 -1.623 1.292 0.0014
H 1.721 1.991 2.096 0.0667
H 0.107 2.493 1.561 0.0669
H 1.319 2.025 0.356 0.0660
H -0.111 -1.633 1.713 0.0848
H 1.446 -2.349 1.609 0.0828
C -0.258 -0.287 -2.197 0.0041
C -1.388 -0.118 -1.235 -0.5941
O -1.836 0.943 -0.831 0.0595
O -1.958 -1.285 -0.880 0.0756
H 0.535 0.424 -1.951 0.0834
H -0.619 -0.113 -3.213 0.0934
H 0.160 -1.295 -2.125 0.0847
H -2.672 -1.011 -0.269 0.1313
```

---

*B*
The following is a DFT calculation (ωB97M-V/def2-TZVPD) of C3H9N3O2 in the gas phase.

Summary:
- Structure (SMILES): COC/C(=N\O)NN
- Orbital gap: 9.0 eV
- Molar mass: 119.1 g mol⁻¹
- HOMO: -8.150 eV

The geometry in XYZ format:
```
17
Properties=species:S:1:pos:R:3:lowdin_charge:R:1
C -2.088 1.065 -0.641 -0.0474
O -1.230 0.083 0.026 -0.2102
C 0.043 0.079 -0.577 -0.2053
C 0.914 -0.753 0.153 -0.3455
N 2.032 -1.105 -0.474 0.0069
O 2.277 -0.599 -1.730 -0.0710
N 0.575 -1.106 1.408 -0.0283
N 0.017 -0.244 2.345 0.0179
H -2.994 1.331 -0.008 0.1075
H -1.457 1.945 -0.921 0.0987
H -2.517 0.523 -1.431 0.0628
H 0.408 1.100 -0.799 0.1493
H 0.119 -0.449 -1.463 0.1100
H 2.970 -1.026 -2.208 0.0806
H 1.168 -1.651 1.923 0.0999
H 0.599 0.526 2.515 0.0473
H -0.834 0.280 1.881 0.1266
```

---

Going by the computed energies, the most stable comes first: *A*, *B*.